Here is an isolated molecule of C23H28FN3O5 from the OMol25 dataset. Energies are from the ωB97M-V functional and the def2-TZVPD basis.

```
! RIJCOSX wB97M-V def2-TZVPD def2/J DEFGRID3
* xyz 0 1
C 2.8181 2.2253 1.3962
O 2.0446 1.0636 1.1866
C 1.0769 0.8104 2.1736
C -0.2061 1.6611 2.0493
N -0.6846 1.6451 0.6802
C -0.2263 2.6261 -0.1273
O 0.3353 3.6200 0.3058
C -0.2544 2.4190 -1.6478
N 1.0327 1.8432 -1.9831
C 1.2843 0.5179 -1.9725
O 0.4190 -0.3450 -1.8985
C 2.7052 0.1805 -2.1226
C 3.3074 -1.0331 -2.3392
C 4.6949 -0.7823 -2.3817
C 4.8379 0.5589 -2.1881
O 3.6473 1.1503 -2.0348
C -1.6209 0.6156 0.2468
C -1.4849 -0.6859 1.0756
O -2.0037 -0.8367 2.1652
N -0.7733 -1.6174 0.4353
C -0.5852 -2.9642 0.9293
C 0.8482 -3.2053 1.4124
C 1.6561 -3.3650 0.1204
C 0.6518 -3.8471 -0.9461
C -0.7024 -3.9518 -0.2319
C -3.0467 1.1166 0.3131
C -3.6335 1.5470 1.4971
C -4.9455 1.9863 1.5239
C -5.7035 2.0066 0.3661
C -5.1454 1.5833 -0.8268
C -3.8351 1.1470 -0.8316
F -3.3053 0.7429 -2.0127
H 3.2726 2.2166 2.3937
H 3.6035 2.2046 0.6422
H 2.2231 3.1355 1.2755
H 1.4981 0.9553 3.1789
H 0.8174 -0.2426 2.0492
H -0.9542 1.2455 2.7219
H -0.0030 2.7001 2.3175
H -0.3292 3.3991 -2.1229
H -1.0417 1.7718 -2.0239
H 1.8254 2.4626 -1.8962
H 2.8134 -1.9740 -2.4648
H 5.4758 -1.4983 -2.5336
H 5.7067 1.1861 -2.1417
H -1.3894 0.3356 -0.7818
H -0.3135 -1.3861 -0.4390
H -1.3250 -3.1208 1.7185
H 0.8691 -4.1249 1.9981
H 1.2193 -2.3954 2.0377
H 2.0839 -2.4046 -0.1664
H 2.4768 -4.0690 0.2528
H 0.9447 -4.8045 -1.3752
H 0.5878 -3.1230 -1.7582
H -1.5374 -3.7128 -0.8881
H -0.8517 -4.9555 0.1664
H -3.0641 1.5200 2.4101
H -5.3785 2.3124 2.4571
H -6.7267 2.3489 0.3879
H -5.7062 1.5846 -1.7481
*
```

Summary:
Gap between HOMO and LUMO, Eh: 0.356
HOMO level, eV: -9.1
SMILES string: COCCN(C(=O)CNC(=O)c1ccco1)[C@@H](C(=O)NC1CCCC1)c1ccccc1F
E_LUMO, eV: 0.62


Here is the ion C23H28FN4O4S2 with charge +1 from the OMol25 dataset. Energies are from the ωB97M-V functional and the def2-TZVPD basis.

```
! RIJCOSX wB97M-V def2-TZVPD def2/J DEFGRID3
* xyz 1 1
C -6.0377 -1.9844 -0.8592
N -5.0728 -1.3988 0.0807
C -4.9894 -2.2086 1.3048
C -5.3642 0.0247 0.3801
C -4.0923 0.8179 0.6706
C -3.2266 1.0402 -0.5860
N -1.8725 0.5122 -0.4403
C -1.6812 -0.8263 -0.5353
O -2.6220 -1.5784 -0.8052
C -0.3274 -1.3543 -0.2557
C 0.2906 -1.0712 0.9635
C 1.5509 -1.5753 1.2229
C 2.1910 -2.3370 0.2614
S 3.8887 -2.8895 0.5585
O 4.1196 -3.9994 -0.3090
O 4.0465 -3.0158 1.9726
N 4.8690 -1.6585 0.0608
C 5.0475 -0.4974 0.8987
C 4.1521 0.6529 0.4276
O 4.3377 0.9257 -0.9456
C 4.0999 -0.2086 -1.7531
C 4.9982 -1.3828 -1.3499
C 1.5665 -2.6650 -0.9266
C 0.2927 -2.1873 -1.1827
C -0.8555 1.4443 -0.2738
N -1.0322 2.5204 0.3956
C 0.0662 3.3283 0.3609
C 0.1993 4.5556 1.0070
C 1.3842 5.2462 0.8877
C 2.4282 4.7120 0.1329
F 3.5714 5.4025 0.0489
C 2.3382 3.5016 -0.5281
C 1.1402 2.8218 -0.4070
S 0.7036 1.2892 -1.1008
H -7.0430 -1.9514 -0.4400
H -5.7721 -3.0202 -1.0595
H -6.0267 -1.4392 -1.8007
H -4.0963 -1.4388 -0.3736
H -4.2979 -1.7564 2.0116
H -4.6278 -3.2055 1.0621
H -5.9709 -2.2893 1.7710
H -5.8717 0.4682 -0.4786
H -6.0433 0.0728 1.2343
H -4.3801 1.7830 1.0847
H -3.4968 0.3148 1.4337
H -3.1277 2.1046 -0.7907
H -3.6744 0.5577 -1.4604
H -0.2128 -0.4617 1.7006
H 2.0476 -1.3951 2.1632
H 4.8180 -0.7911 1.9220
H 6.0967 -0.1896 0.8379
H 4.4035 1.5755 0.9533
H 3.0944 0.4046 0.6129
H 4.3115 0.1054 -2.7762
H 3.0402 -0.5013 -1.6739
H 4.7370 -2.2916 -1.8900
H 6.0434 -1.1287 -1.5553
H 2.0829 -3.3003 -1.6283
H -0.2142 -2.4320 -2.1032
H -0.6216 4.9423 1.5877
H 1.5260 6.1985 1.3725
H 3.1672 3.1083 -1.0942
*
```

Summary:
Gap between HOMO and LUMO, Eh: 0.303
HOMO level, eV: -11.2
SMILES string: C[NH+](C)CCCN(C(=O)c1ccc(S(=O)(=O)N2CCOCC2)cc1)c1nc2ccc(F)cc2s1
E_LUMO, eV: -2.91


Here is a structure of composition C23H28IrN3O3S3Se2 from the OMol25 dataset. Energies are from the ωB97M-V functional and the def2-TZVPD basis.

```
! RIJCOSX wB97M-V def2-TZVPD def2/J DEFGRID3
* xyz 0 1
Ir 0.5176 -0.1193 0.0585
O 3.0676 -1.1367 0.1566
C 3.5931 -2.3222 -0.3794
C 2.4738 -3.1147 -1.0691
C 3.1365 -4.4175 -1.6046
O 2.2692 -5.2354 -2.3373
C 1.9083 -2.3890 -2.2912
Se 1.4939 -0.4643 -2.1862
C 1.3697 -3.5337 -0.0896
Se 0.6737 -2.2492 1.2573
H 3.7527 -0.6155 0.5879
H 4.0242 -2.9399 0.4212
H 4.3791 -2.0942 -1.1142
H 3.5819 -4.9720 -0.7670
H 3.9434 -4.1561 -2.2950
H 1.6390 -5.6489 -1.7355
H 0.9939 -2.8880 -2.6180
H 2.6308 -2.4520 -3.1073
H 1.7300 -4.3676 0.5179
H 0.4895 -3.8622 -0.6473
S 2.2003 1.6963 0.9620
C 0.7061 2.4365 1.2078
N -0.4172 1.7837 1.0223
C -1.5131 2.5678 1.2503
C -2.8437 2.1734 1.1789
C -3.8309 3.1068 1.4183
C -3.5148 4.4219 1.7428
C -2.1981 4.8297 1.8399
C -1.2081 3.8970 1.6012
S 0.5205 4.1153 1.6793
H -3.0753 1.1443 0.9534
H -4.8662 2.8102 1.3555
H -4.3054 5.1318 1.9275
H -1.9373 5.8447 2.0965
C 0.3546 1.8071 -5.1135
C -0.8001 0.9131 -5.5440
C -1.9760 0.9796 -4.5751
N -1.6345 0.3406 -3.3227
C -2.3093 0.3769 -2.1774
S -2.0296 -0.7566 -0.9706
N -3.3318 1.2831 -1.9960
C -3.3770 2.6622 -2.1497
O -4.4394 3.2261 -2.0184
C -2.1123 3.3824 -2.4245
C -2.2020 4.6126 -3.0793
C -1.0644 5.3602 -3.3165
C 0.1704 4.9033 -2.8811
C 0.2631 3.7004 -2.2004
C -0.8706 2.9414 -1.9754
H 1.1683 1.7434 -5.8301
H 0.7364 1.4971 -4.1418
H 0.0335 2.8433 -5.0442
H -0.4481 -0.1184 -5.6172
H -1.1517 1.2158 -6.5328
H -2.8431 0.4658 -5.0083
H -2.2494 2.0224 -4.4071
H -0.8454 -0.3003 -3.3471
H -4.1130 0.9294 -1.4528
H -3.1757 4.9618 -3.3883
H -1.1445 6.3057 -3.8338
H 1.0571 5.4921 -3.0615
H 1.2191 3.3461 -1.8450
H -0.7741 2.0191 -1.4220
*
```

Summary:
Gap between HOMO and LUMO (alpha / beta), Eh: 0.221 / 0.220
HOMO level (alpha / beta), eV: -7.2 / -7.2
E_LUMO (alpha / beta), eV: -1.19 / -1.21


Here is an isolated molecule of C23H28N2O3 from the OMol25 dataset. Energies are from the ωB97M-V functional and the def2-TZVPD basis.

```
! RIJCOSX wB97M-V def2-TZVPD def2/J DEFGRID3
* xyz 0 1
O -0.8269 2.1798 -1.7350
C -0.4635 1.6279 -0.7124
N 0.5945 1.9821 0.0172
C 1.5152 3.0319 -0.3587
C 1.7889 3.9477 0.8517
C 3.2378 3.6744 1.2832
C 3.6034 2.3509 0.6132
C 2.8824 2.4397 -0.7274
C -1.2532 0.4184 -0.1488
C -1.5343 0.5376 1.3322
C -1.8048 1.7927 1.8675
C -2.1020 1.9362 3.2101
C -2.1380 0.8261 4.0368
C -1.8883 -0.4274 3.5077
C -1.5949 -0.5728 2.1631
N -0.5885 -0.8262 -0.5331
C 0.5856 -1.1533 0.0458
O 1.0958 -0.5029 0.9493
C 1.3057 -2.3491 -0.4742
C 1.8401 -2.6145 -1.7080
C 2.5897 -3.8040 -1.5635
C 2.4625 -4.1666 -0.2574
O 1.6999 -3.2891 0.4070
C -1.2547 -1.6525 -1.5261
C -2.7115 -2.0096 -1.1400
C -3.5973 -1.4023 -2.2306
C -2.6985 -1.4014 -3.4635
C -1.3436 -0.9724 -2.9065
H 0.8793 1.3600 0.7681
H 1.0536 3.5615 -1.1956
H 1.0904 3.7018 1.6519
H 1.6435 4.9951 0.5922
H 3.8935 4.4637 0.9122
H 3.3407 3.6319 2.3662
H 4.6793 2.2236 0.5036
H 3.2131 1.5099 1.1879
H 2.7805 1.4744 -1.2216
H 3.4102 3.1214 -1.3955
H -2.2113 0.4380 -0.6774
H -1.7859 2.6609 1.2248
H -2.3059 2.9180 3.6115
H -2.3635 0.9375 5.0869
H -1.9211 -1.3001 4.1432
H -1.4018 -1.5598 1.7690
H 1.7204 -2.0288 -2.5966
H 3.1441 -4.3113 -2.3258
H 2.8472 -5.0000 0.2961
H -0.6736 -2.5730 -1.6035
H -2.9699 -1.6477 -0.1462
H -2.8237 -3.0943 -1.1351
H -3.8742 -0.3774 -1.9784
H -4.5129 -1.9725 -2.3791
H -2.6339 -2.4096 -3.8768
H -3.0554 -0.7299 -4.2418
H -1.3149 0.1114 -2.7942
H -0.5182 -1.2653 -3.5534
*
```

Summary:
Gap between HOMO and LUMO, Eh: 0.351
HOMO level, eV: -8.8
SMILES string: O=C(NC1CCCC1)[C@H](c1ccccc1)N(C(=O)c1ccco1)C1CCCC1
E_LUMO, eV: 0.76


Here is an isolated molecule of C23H28N4O from the OMol25 dataset. Energies are from the ωB97M-V functional and the def2-TZVPD basis.

```
! RIJCOSX wB97M-V def2-TZVPD def2/J DEFGRID3
* xyz 0 1
C -0.6188 0.6340 2.6614
C 0.6906 -0.0354 3.0620
C 1.4421 -0.6406 1.8737
C 0.8085 -1.9496 1.4042
N 1.2830 -2.3864 0.0987
C 0.4161 -3.4120 -0.4550
C 2.6953 -2.7764 0.0657
C 3.6318 -1.6740 -0.4530
C 3.2116 -1.1393 -1.8247
N 1.9386 -0.4729 -1.7057
C 1.7431 0.8343 -1.9623
O 2.5501 1.5410 -2.5384
C 0.4123 1.3130 -1.4527
C -0.6837 0.4853 -1.4999
C -1.9081 0.9043 -0.9353
C -3.0766 0.0158 -0.9053
C -4.0644 0.2048 0.0632
C -5.1505 -0.6488 0.0975
C -5.2115 -1.6741 -0.8364
N -4.2931 -1.8555 -1.7699
C -3.2628 -1.0318 -1.8080
N -2.0526 2.0790 -0.3671
C -1.0120 2.9269 -0.3324
C -1.2048 4.1852 0.2777
C -0.1733 5.0768 0.3593
C 1.0894 4.7521 -0.1617
C 1.3106 3.5409 -0.7575
C 0.2691 2.5982 -0.8648
H -1.1084 1.0557 3.5359
H -1.3044 -0.0729 2.2000
H -0.4336 1.4393 1.9541
H 1.3309 0.7124 3.5346
H 0.4944 -0.8161 3.8009
H 2.4767 -0.8238 2.1689
H 1.4423 0.0781 1.0521
H 0.9736 -2.7281 2.1699
H -0.2701 -1.8000 1.3120
H 0.7336 -3.6435 -1.4708
H 0.4198 -4.3388 0.1357
H -0.6068 -3.0365 -0.4937
H 2.7975 -3.6383 -0.5988
H 3.0332 -3.0921 1.0630
H 3.6643 -0.8398 0.2471
H 4.6366 -2.0942 -0.5234
H 3.9399 -0.4181 -2.2048
H 3.1277 -1.9643 -2.5417
H 1.3042 -0.9921 -1.0967
H -0.6124 -0.4903 -1.9539
H -3.9537 1.0155 0.7672
H -5.9306 -0.5285 0.8335
H -6.0310 -2.3808 -0.8450
H -2.5645 -1.2141 -2.6146
H -2.1845 4.4086 0.6703
H -0.3223 6.0397 0.8259
H 1.8918 5.4713 -0.0889
H 2.2758 3.2968 -1.1720
*
```

Summary:
Gap between HOMO and LUMO, Eh: 0.307
HOMO level, eV: -8.6
SMILES string: CCCCN(C)CCCNC(=O)c1cc(-c2cccnc2)nc2ccccc12
E_LUMO, eV: -0.23


Here is an isolated molecule of C23H28N4O2 from the OMol25 dataset. Energies are from the ωB97M-V functional and the def2-TZVPD basis.

```
! RIJCOSX wB97M-V def2-TZVPD def2/J DEFGRID3
* xyz 0 1
O 0.6560 3.0815 1.3589
C -0.0056 1.8608 1.5660
C 0.9008 0.6241 1.3742
C 2.1912 0.7586 2.2132
C 1.9933 1.1308 3.6882
O 1.9488 2.5304 3.8995
C 3.1163 3.2452 3.9282
C 4.3904 2.7177 3.7596
C 5.4931 3.5545 3.8223
C 5.3441 4.9100 4.0450
C 4.0722 5.4371 4.2069
C 2.9667 4.6151 4.1482
C 0.1549 -0.6587 1.7687
C -0.9443 -1.0307 0.7731
N -0.3582 -1.1781 -0.5388
C -1.1068 -1.9511 -1.4977
C -2.3933 -1.3782 -2.0274
C -3.0715 -0.2400 -1.7067
C -4.2340 -0.1665 -2.5201
C -4.2356 -1.2613 -3.3168
N -3.1162 -2.0162 -3.0287
C -2.8440 -3.1953 -3.6745
N -1.7690 -3.8950 -3.3197
C -1.5419 -5.0223 -3.9676
C -2.3723 -5.4837 -4.9773
C -3.4680 -4.6807 -5.2668
N -3.7064 -3.5531 -4.6300
C 0.1970 0.0668 -1.0217
C 1.3300 0.5120 -0.0984
H 1.2110 3.2441 2.1329
H -0.8133 1.8390 0.8327
H -0.4589 1.8342 2.5660
H 2.7281 -0.1906 2.1606
H 2.8258 1.5198 1.7520
H 1.0339 0.7632 4.0591
H 2.7815 0.6866 4.3066
H 4.5428 1.6659 3.5756
H 6.4787 3.1328 3.6902
H 6.2100 5.5525 4.0895
H 3.9413 6.4949 4.3789
H 1.9700 5.0092 4.2732
H 0.8727 -1.4808 1.7943
H -0.2838 -0.5572 2.7632
H -1.3819 -1.9891 1.0644
H -1.7452 -0.2755 0.8072
H -1.3207 -2.9247 -1.0421
H -0.4429 -2.1454 -2.3473
H -2.7967 0.4902 -0.9728
H -4.9677 0.6145 -2.4999
H -4.9229 -1.5910 -4.0675
H -0.6591 -5.5657 -3.6552
H -2.1815 -6.4040 -5.5021
H -4.1843 -4.9434 -6.0352
H 0.6006 -0.1031 -2.0230
H -0.5558 0.8659 -1.1014
H 1.7046 1.4812 -0.4323
H 2.1372 -0.2192 -0.1716
*
```

Summary:
Gap between HOMO and LUMO, Eh: 0.324
HOMO level, eV: -8.2
SMILES string: OCC1(CCOc2ccccc2)CCN(Cc2cccn2-c2ncccn2)CC1
E_LUMO, eV: 0.64


Here is an isolated molecule of C23H28N4O5 from the OMol25 dataset. Energies are from the ωB97M-V functional and the def2-TZVPD basis.

```
! RIJCOSX wB97M-V def2-TZVPD def2/J DEFGRID3
* xyz 0 1
C 3.5484 2.5868 1.3011
C 3.6395 3.0903 -0.1351
O 3.2165 2.1238 -1.0794
C 1.8970 1.8491 -1.2243
C 0.8464 2.5897 -0.6890
C -0.4618 2.2040 -0.9171
C -0.7484 1.0689 -1.6609
N -2.0855 0.6327 -1.8094
C -2.4761 -0.6475 -1.6055
O -1.6938 -1.5580 -1.3919
C -3.9777 -0.9072 -1.6923
N -4.6281 -1.1470 -0.4144
C -5.0314 0.0265 0.3196
C -3.8559 0.7879 0.9675
N -2.6816 -0.0724 1.0592
C -1.6824 0.5524 1.9037
C -0.2206 0.1356 1.7385
O 0.6058 0.6781 2.4492
N 0.0420 -0.8068 0.8110
C 1.2962 -1.2998 0.4289
C 1.3275 -2.2429 -0.5953
C 2.5251 -2.7576 -1.0776
C 3.6851 -2.2976 -0.5028
C 3.6540 -1.3711 0.5371
C 2.4806 -0.8639 1.0338
O 4.9370 -1.0863 0.9318
C 5.7757 -1.8473 0.0912
O 4.9906 -2.6191 -0.7900
C -3.0784 -1.3912 1.5323
C -3.9497 -2.0870 0.4633
C 0.2961 0.3535 -2.2364
C 1.5989 0.7425 -2.0227
H 2.5241 2.3334 1.5652
H 3.9089 3.3546 1.9806
H 4.1617 1.6966 1.4157
H 4.6841 3.2799 -0.3988
H 3.0810 4.0263 -0.2624
H 1.0288 3.4626 -0.0831
H -1.2668 2.7914 -0.4977
H -2.7937 1.3516 -1.8153
H -4.1075 -1.8173 -2.2899
H -4.4957 -0.0868 -2.1928
H -5.7154 -0.3211 1.0997
H -5.5947 0.6880 -0.3425
H -3.5825 1.6641 0.3716
H -4.1660 1.1478 1.9643
H -1.9208 0.4315 2.9757
H -1.6884 1.6288 1.7062
H -0.7153 -1.1071 0.2003
H 0.3978 -2.5641 -1.0356
H 2.5458 -3.4822 -1.8740
H 2.4678 -0.1595 1.8443
H 6.4052 -2.5133 0.7035
H 6.4251 -1.1712 -0.4899
H -2.1830 -1.9827 1.7252
H -3.6370 -1.3064 2.4818
H -4.7166 -2.6902 0.9625
H -3.3375 -2.7472 -0.1486
H 0.0830 -0.5152 -2.8364
H 2.4166 0.1884 -2.4538
*
```

Summary:
Gap between HOMO and LUMO, Eh: 0.292
HOMO level, eV: -7.4
SMILES string: CCOc1ccc(NC(=O)CN2CCN(CC(=O)Nc3ccc4c(c3)OCO4)CC2)cc1
E_LUMO, eV: 0.58


Here is a structure of composition C23H28N5O3Sc from the OMol25 dataset. Energies are from the ωB97M-V functional and the def2-TZVPD basis.

```
! RIJCOSX wB97M-V def2-TZVPD def2/J DEFGRID3
* xyz 0 1
Sc 0.1593 0.4569 0.2839
C 2.4284 1.9465 0.6314
N 2.4799 0.4714 0.7650
C 3.4296 -0.0770 -0.2056
C 2.7286 0.0038 2.1271
C 4.0169 -0.0843 2.6151
C 4.2642 -0.6489 3.8612
C 3.1906 -1.1412 4.5814
C 1.8890 -1.0338 4.1164
C 1.5993 -0.4117 2.8874
N 0.3738 -0.2180 2.3155
C -0.7994 -0.7590 2.8316
C -1.2078 -0.7181 4.1663
C -2.3888 -1.3272 4.5675
C -3.1993 -1.9797 3.6573
C -2.8418 -1.9953 2.3128
C -1.6799 -1.3659 1.9065
N -1.2528 -1.3799 0.5109
C -0.4309 -2.5788 0.2591
C -2.3559 -1.2964 -0.4569
H 3.3763 2.4122 0.9201
H 1.6292 2.3571 1.2482
H 2.2188 2.1905 -0.4206
H 4.4392 0.3298 -0.0854
H 3.0948 0.1745 -1.2126
H 3.4807 -1.1593 -0.0908
H 4.8427 0.2692 2.0104
H 5.2725 -0.7211 4.2449
H 3.3632 -1.6226 5.5367
H 1.0895 -1.4466 4.7122
H -0.6051 -0.1814 4.8852
H -2.6824 -1.2809 5.6089
H -4.1131 -2.4596 3.9812
H -3.4877 -2.4777 1.5915
H -1.0482 -3.4837 0.2729
H 0.3359 -2.6577 1.0286
H 0.0399 -2.5021 -0.7246
H -2.9846 -2.1923 -0.4459
H -1.9331 -1.1982 -1.4572
H -2.9460 -0.4095 -0.2362
O -0.8535 1.8516 -0.0194
O -3.9235 4.2265 -3.4376
C -3.2479 3.6478 -4.5276
N -2.2989 2.7345 -3.9352
C -1.5943 1.8987 -4.7200
O -1.7131 1.8944 -5.9363
C -0.6496 0.9499 -4.0384
C -0.0019 -0.0031 -4.8110
C 0.8559 -0.8971 -4.1938
C 1.0260 -0.8096 -2.8235
N 0.4107 0.1046 -2.0682
C -0.4107 0.9823 -2.6752
H -4.5589 4.8680 -3.7661
H -2.7211 4.3972 -5.1280
H -3.9203 3.0902 -5.1867
H -2.2178 2.7503 -2.9296
H -0.1834 -0.0213 -5.8776
H 1.3802 -1.6541 -4.7594
H 1.6775 -1.5049 -2.3058
H -0.8413 1.6898 -1.9615
*
```

Summary:
Gap between HOMO and LUMO, Eh: 0.244
HOMO level, eV: -6.8
E_LUMO, eV: -0.16


Relative energy (zero: lowest compared OMol25 entry of this formula, charge and spin) for every record listed, in sequence, given in kcal/mol: 2.0, 0.0, 71.0, 20.1, 30.8, 64.5, 68.7, 0.0.